{
  "formula": "C4H10FN",
  "method": "the ωB97M-V functional and the def2-TZVPD basis",
  "homo_ev": -9.02,
  "homo_lumo_gap_ev": 10.12,
  "multiplicity": 1,
  "e_lumo_ha": 0.04041,
  "de_lowest_kcal_mol": 26.2,
  "species": ["C", "C", "C", "C", "H", "H", "H", "H", "H", "H", "H", "H", "H", "H", "N", "F"],
  "xyz": [[-1.350429, -1.044949, -0.926495], [-0.468488, 0.883875, -1.911085], [0.273154, 0.446032, 0.217743], [0.815613, -0.487982, 1.274317], [-1.183237, -2.030149, -0.496542], [-2.054545, -0.749069, -0.152813], [-1.796119, -1.188199, -1.870200], [-1.153449, 0.534761, -2.703081], [-1.122800, 1.577249, -1.343685], [0.399907, 1.417971, -2.274198], [-0.649295, 0.939802, 0.675893], [1.055555, 1.253360, 0.100611], [1.749214, -0.904183, 0.953730], [0.109437, -1.320169, 1.501878], [-0.127501, -0.219327, -1.039637], [1.102082, 0.358007, 2.328777]],
  "atomic_forces_ev_per_a": [[1.24, -0.67, 2.17], [-1.50, 0.26, -0.25], [-0.89, -0.01, 0.50], [-0.44, 0.04, -0.84], [0.86, -0.44, -0.42], [-0.57, 1.26, -0.19], [-0.57, 0.02, -0.99], [0.86, 0.16, -0.17], [0.28, 0.26, -0.19], [0.11, 0.00, -0.21], [0.92, -0.27, -0.44], [-0.91, -0.91, -0.45], [0.55, -0.46, -0.20], [0.41, 0.76, 0.43], [-0.14, 0.39, 0.35], [-0.20, -0.38, 0.90]],
  "lowdin_charge": [-0.104, -0.140, -0.225, -0.213, 0.074, 0.083, 0.062, 0.082, 0.086, 0.083, 0.134, 0.142, 0.109, 0.123, -0.242, -0.055]
}